Arrangement one

A 7-piece molecular cluster, C5H25NO6 overall. Source: OMol25; level of theory: wB97M-V/def2-TZVPD.

Its structure (SMILES) is CCCCNC.O.O.O.O.O.O. As for the net charge: 0.

CARTESIAN COORDINATES (ANGSTROEM)
C1 -2.919 1.052 -0.523
C2 -1.780 1.806 -1.275
C3 -0.690 0.856 -1.754
C4 0.211 0.300 -0.603
N1 1.608 0.488 -0.986
C5 2.542 -0.115 0.004
H1 -3.936 1.347 -0.823
H2 -2.791 1.335 0.536
H3 -2.751 -0.017 -0.492
H4 -2.158 2.326 -2.156
H5 -1.296 2.394 -0.501
H6 -1.139 0.035 -2.287
H7 0.040 1.206 -2.506
H8 -0.003 0.756 0.388
H9 0.006 -0.752 -0.445
H10 1.806 1.478 -0.878
H11 3.307 0.639 0.267
H12 2.183 -0.664 0.874
H13 3.181 -0.842 -0.573
H14 1.102 -0.773 2.862
H15 0.825 0.503 3.604
O1 1.552 -0.086 3.363
H16 -0.543 -2.896 -2.620
H17 -1.826 -2.629 -1.686
O2 -0.908 -2.897 -1.723
H18 1.392 -1.215 -2.561
H19 1.210 -2.505 -1.861
O3 1.462 -2.168 -2.734
H20 2.085 2.428 2.078
H21 1.594 3.594 1.376
O4 2.414 3.083 1.434
H22 -1.357 0.924 3.445
H23 -2.292 0.161 2.622
O5 -1.381 0.483 2.578
H24 -0.136 -3.415 1.977
H25 -0.320 -2.699 0.541
O6 -0.293 -3.519 1.039

Atom charges from the Mulliken analysis, given in e for atoms 1 to 2: C -0.734; C -0.601


Arrangement two

A 7-piece molecular cluster, C5H25NO6 overall. Source: OMol25; level of theory: wB97M-V/def2-TZVPD.

As for the net charge: 0.

CARTESIAN COORDINATES (ANGSTROEM)
N1 -2.354 1.082 -4.065
H1 -3.081 0.388 -4.161
H2 -2.862 1.953 -4.119
H3 -1.809 0.914 -4.899
H4 -1.773 1.049 -3.240
O1 0.404 0.135 -0.989
H5 0.895 0.231 -1.829
C1 3.497 3.963 -2.254
O2 3.411 3.303 -1.022
H6 2.469 4.237 -2.493
H7 4.133 4.835 -2.104
H8 3.924 3.276 -2.984
H9 2.687 2.674 -1.073
C2 0.108 -1.167 4.830
O3 -0.746 -1.492 3.729
H10 1.171 -1.129 4.591
H11 -0.170 -0.213 5.278
H12 0.007 -1.905 5.626
H13 -0.354 -1.070 2.961
C3 -2.053 4.522 1.898
O4 -2.586 3.437 1.280
H14 -1.191 4.959 1.394
H15 -2.695 5.403 1.895
H16 -1.864 4.241 2.934
H17 -1.887 2.884 0.924
C4 -3.145 -3.974 -0.877
O5 -2.103 -3.675 -1.836
H18 -2.689 -4.440 -0.003
H19 -3.557 -3.024 -0.538
H20 -3.934 -4.621 -1.261
H21 -1.601 -2.961 -1.435
C5 3.368 -4.272 0.774
O6 3.708 -2.962 0.309
H22 4.252 -4.876 0.980
H23 2.709 -4.295 1.642
H24 2.849 -4.859 0.016
H25 2.861 -2.552 0.120

Atom charges from the Mulliken analysis, given in e for atoms 1 to 2: N -0.531; H 0.370


Most stable to least stable, the ends of the list are arrangement one and arrangement two.


Arrangement one

A 2-piece molecular cluster, C5H16N2O2 overall. Source: OMol25; level of theory: wB97M-V/def2-TZVPD.

Its structure (SMILES) is CNCCNCCO.O. As for the net charge: 0.

CARTESIAN COORDINATES (ANGSTROEM)
C1 0.427 0.656 -1.302
N1 -0.929 0.311 -0.865
C2 -1.366 -1.048 -1.095
C3 -2.482 -1.361 -0.117
O1 -2.053 -1.272 1.234
C4 0.870 1.967 -0.618
N2 2.234 1.793 -0.092
C5 2.261 1.116 1.239
H1 1.179 -0.093 -1.097
H2 0.381 0.845 -2.383
H3 -1.594 0.936 -1.285
H4 -0.561 -1.752 -0.856
H5 -1.623 -1.399 -2.105
H6 -3.375 -0.756 -0.323
H7 -2.849 -2.388 -0.204
H8 -1.728 -0.377 1.355
H9 0.953 2.810 -1.310
H10 0.139 2.306 0.128
H11 2.622 2.722 0.037
H12 3.090 0.419 1.176
H13 2.434 1.808 2.068
H14 1.280 0.699 1.461
H15 -0.387 -2.342 1.215
H16 0.562 -2.906 2.345
O2 0.515 -2.694 1.394

Atom charges from the Mulliken analysis, given in e for atoms 1 to 2: C -0.653; N -0.143


Arrangement two

A 3-piece molecular cluster, C5H16N2O2 overall. Source: OMol25; level of theory: wB97M-V/def2-TZVPD.

As for the net charge: 0.

CARTESIAN COORDINATES (ANGSTROEM)
C1 0.530 -0.831 -1.626
C2 -0.247 1.528 -1.491
N1 -1.501 1.274 -1.855
O1 1.734 -1.028 -2.369
O2 -0.585 -1.141 -2.521
H1 2.052 -0.182 -2.701
H2 -0.412 -1.932 -3.054
H3 0.523 -1.695 -0.944
H4 -2.222 1.445 -1.164
H5 -1.601 0.339 -2.322
H6 0.542 1.443 -2.223
H7 -0.074 2.380 -0.849
C3 0.095 0.273 1.995
C4 0.754 -1.000 2.542
C5 -1.281 -0.035 1.403
N2 0.916 0.936 0.977
H8 -0.036 0.980 2.823
H9 1.121 0.285 0.203
H10 1.801 1.239 1.376
H11 1.746 -0.781 2.942
H12 -1.907 -0.552 2.131
H13 0.871 -1.734 1.742
H14 0.154 -1.444 3.341
H15 -1.180 -0.659 0.513
H16 -1.791 0.891 1.132

Atom charges from the Mulliken analysis, given in e for atoms 1 to 2: C -0.398; C -0.316


Most stable to least stable, the ends of the list are arrangement one and arrangement two.


Arrangement one

A 2-piece molecular cluster, C5H4FNO overall. Source: OMol25; level of theory: wB97M-V/def2-TZVPD.

As for the net charge: 0.

CARTESIAN COORDINATES (ANGSTROEM)
C1 0.509 -1.405 -1.069
C2 -0.523 -0.634 -1.645
C3 0.883 -0.770 0.095
C4 -0.740 0.440 -0.808
C5 -0.037 1.448 2.204
N1 0.171 0.365 0.173
O1 0.799 1.389 3.008
F1 -1.180 2.053 2.155
H1 0.941 -2.305 -1.461
H2 -1.032 -0.819 -2.570
H3 1.633 -1.022 0.818
H4 -1.423 1.260 -0.898

Atom charges from the Mulliken analysis, given in e for atoms 1 to 2: C -0.522; C -0.403


Arrangement two

A single C5H4FNO molecule. Source: OMol25; level of theory: wB97M-V/def2-TZVPD.

Its structure (SMILES) is N#C[C@]1(F)CCC1=O. As for the net charge: 0.

CARTESIAN COORDINATES (ANGSTROEM)
C1 0.269 -0.572 0.554
C2 -0.693 -0.494 -0.606
C3 -0.530 1.078 -0.630
C4 -0.132 0.901 0.882
C5 1.680 -0.685 0.205
H1 -1.832 -0.735 -0.401
H2 -0.291 -1.182 -1.397
H3 -1.542 1.484 -0.846
H4 0.249 1.496 -1.228
N1 2.790 -1.290 0.040
O1 -0.132 1.550 1.856
F1 0.166 -1.551 1.571

Atom charges from the Mulliken analysis, given in e for atoms 1 to 2: C 1.171; C -0.724


Most stable to least stable, the ends of the list are arrangement two and arrangement one.


Arrangement one

A 2-piece molecular cluster, C7H13N3O overall. Source: OMol25; level of theory: wB97M-V/def2-TZVPD.

Its structure (SMILES) is CCc1c[nH]cn1.CC(N)=O. As for the net charge: 0.

CARTESIAN COORDINATES (ANGSTROEM)
C1 -1.061 2.210 0.650
C2 -2.049 1.023 0.544
C3 0.327 1.704 0.909
C4 0.615 0.816 1.910
C5 2.221 0.873 0.346
N1 1.264 1.671 -0.075
N2 1.856 0.293 1.523
H1 -1.126 2.676 -0.344
H2 -1.377 3.047 1.282
H3 -2.894 1.244 -0.116
H4 0.103 0.441 2.771
H5 3.205 0.685 -0.036
H6 2.338 -0.460 1.974
H7 -2.456 0.764 1.524
H8 -1.540 0.174 0.105
C6 -0.097 -2.886 -0.992
C7 0.621 -1.658 -1.434
O1 1.741 -1.415 -1.050
N3 -0.041 -0.818 -2.322
H9 -0.593 -3.338 -1.870
H10 -0.840 -2.762 -0.210
H11 0.287 0.140 -2.225
H12 -1.039 -0.716 -2.222
H13 0.535 -3.704 -0.642

Atom charges from the Mulliken analysis, given in e for atoms 1 to 2: C -0.584; C -0.876


Arrangement two

A single C7H13N3O molecule. Source: OMol25; level of theory: wB97M-V/def2-TZVPD.

As for the net charge: 0.

CARTESIAN COORDINATES (ANGSTROEM)
C1 -0.032 -0.006 -1.308
C2 -0.234 1.286 -1.578
C3 -1.303 1.423 0.488
C4 1.634 -0.951 0.913
C5 -0.068 -2.832 0.511
C6 -0.996 3.501 -0.564
C7 0.128 -1.247 0.917
N1 -1.969 1.522 1.522
N2 -0.590 -0.491 -0.134
N3 -0.923 2.062 -0.600
O1 -0.014 1.900 -2.730
H1 0.759 -0.495 -1.901
H2 2.145 -1.372 0.100
H3 1.905 0.132 1.077
H4 2.034 -1.535 1.741
H5 0.309 -3.370 1.307
H6 0.503 -3.161 -0.459
H7 -1.203 -3.137 0.416
H8 -1.622 3.883 -1.279
H9 -1.285 3.918 0.401
H10 0.135 3.714 -0.683
H11 -0.346 -1.039 1.868
H12 -2.069 0.682 2.023
H13 -0.053 1.360 -3.528

Atom charges from the Mulliken analysis, given in e for atoms 1 to 2: C -0.446; C 0.276


Most stable to least stable, the ends of the list are arrangement one and arrangement two.


Arrangement one

An isolated ion of composition C9H15N2S and charge +1. Source: OMol25; level of theory: wB97M-V/def2-TZVPD.

Its structure (SMILES) is NCC(=[NH2+])CCCc1ccsc1. As for the net charge: +1.

CARTESIAN COORDINATES (ANGSTROEM)
C1 -0.103 1.018 2.311
C2 1.198 -1.017 2.477
C3 0.749 0.852 1.265
C4 1.495 -0.362 1.314
C5 0.901 1.698 0.096
C6 0.976 1.069 -1.268
C7 -0.209 0.304 -1.713
C8 -0.388 -0.824 -0.840
C9 -1.624 -0.987 0.095
N1 0.379 -1.867 -0.919
N2 -2.375 0.254 0.345
S1 0.005 -0.220 3.392
H1 -0.941 1.750 2.214
H2 1.515 -2.015 2.789
H3 -0.038 2.338 0.004
H4 1.587 2.508 0.306
H5 1.219 1.886 -1.942
H6 1.841 0.424 -1.410
H7 -1.095 0.917 -1.513
H8 -0.097 0.011 -2.790
H9 -1.480 -1.540 0.977
H10 -2.298 -1.666 -0.516
H11 1.106 -1.801 -1.575
H12 0.405 -2.490 -0.194
H13 -2.396 0.390 1.367
H14 -1.909 0.998 -0.208
H15 2.321 -0.684 0.713

Atom charges from the Mulliken analysis, given in e for atoms 1 to 2: C -0.603; C -0.341


Arrangement two

C9H15N2S as an isolated structure. Source: OMol25; level of theory: wB97M-V/def2-TZVPD.

As for the net charge: +1.

CARTESIAN COORDINATES (ANGSTROEM)
C1 -2.369 1.223 -0.182
C2 -1.758 2.347 -0.201
C3 -3.072 -0.747 -0.151
C4 0.499 1.679 -0.489
C5 -0.576 -0.583 -0.448
C6 0.507 0.349 0.178
C7 -3.317 -2.188 -0.169
C8 0.286 0.483 1.690
C9 2.840 0.287 -0.846
N1 -1.919 -0.106 -0.274
N2 1.781 -0.339 -0.077
S1 -4.137 0.590 0.010
H1 -1.977 3.384 -0.138
H2 0.433 1.723 -1.562
H3 0.979 2.507 0.003
H4 -0.356 -0.687 -1.516
H5 -0.490 -1.569 0.015
H6 -2.929 -2.624 -1.092
H7 -2.807 -2.676 0.664
H8 -4.381 -2.396 -0.096
H9 0.290 -0.498 2.161
H10 -0.660 0.972 1.908
H11 1.083 1.076 2.131
H12 3.580 -0.482 -1.058
H13 2.450 0.651 -1.793
H14 3.343 1.110 -0.330
H15 2.165 -0.716 0.781

Atom charges from the Mulliken analysis, given in e for atoms 1 to 2: C 0.177; C -0.587


Most stable to least stable, the ends of the list are arrangement one and arrangement two.


Arrangement one

A single C20H21N3O4S molecule. Source: OMol25; level of theory: wB97M-V/def2-TZVPD.

Its structure (SMILES) is CCOc1ccc(/N=C2/NC(=O)[C@H](CC(=O)Nc3ccc(OC)cc3)S2)cc1. As for the net charge: 0.

CARTESIAN COORDINATES (ANGSTROEM)
C1 -1.339 8.042 2.419
C2 -0.707 7.096 1.410
O1 -0.743 5.795 1.960
C3 -0.221 4.761 1.249
C4 -0.294 3.506 1.858
C5 0.219 2.390 1.240
C6 0.811 2.499 -0.021
C7 0.854 3.743 -0.642
C8 0.357 4.867 -0.012
H1 0.421 5.819 -0.517
H2 1.303 3.823 -1.620
N1 1.297 1.407 -0.721
C9 1.948 0.453 -0.238
N2 2.321 -0.622 -1.021
C10 3.041 -1.636 -0.489
O2 3.405 -2.617 -1.094
C11 3.278 -1.416 0.997
H3 4.349 -1.423 1.216
C12 2.576 -2.522 1.801
H4 3.106 -3.464 1.650
H5 2.593 -2.258 2.859
C13 1.118 -2.630 1.347
O3 0.245 -1.947 1.834
N3 0.949 -3.519 0.336
C14 -0.218 -3.820 -0.382
C15 -0.102 -4.682 -1.466
C16 -1.208 -5.037 -2.216
C17 -2.460 -4.527 -1.890
C18 -2.572 -3.656 -0.805
C19 -1.470 -3.303 -0.058
H6 -1.572 -2.630 0.776
H7 -3.547 -3.263 -0.564
O4 -3.617 -4.809 -2.553
C20 -3.566 -5.689 -3.648
H8 -2.931 -5.298 -4.450
H9 -3.209 -6.681 -3.352
H10 -4.590 -5.769 -4.009
H11 -1.078 -5.710 -3.049
H12 0.867 -5.081 -1.730
H13 1.777 -3.974 -0.026
S1 2.619 0.232 1.401
H14 2.031 -0.637 -1.990
H15 0.135 1.423 1.713
H16 -0.762 3.435 2.827
H17 -1.267 7.122 0.464
H18 0.332 7.394 1.211
H19 -1.332 9.057 2.030
H20 -2.364 7.741 2.617
H21 -0.783 8.013 3.352

Atom charges from the Mulliken analysis, given in e for atoms 1 to 2: C -1.420; C -0.258


Arrangement two

A single C20H21N3O4S molecule. Source: OMol25; level of theory: wB97M-V/def2-TZVPD.

Its structure (SMILES) is CCOC(=O)[C@@H](C)N1C(=O)S/C(=C/c2cc(C)n(-c3ccccn3)c2C)C1=O. As for the net charge: 0.

CARTESIAN COORDINATES (ANGSTROEM)
C1 -1.156 -1.961 -3.252
C2 -2.580 -1.435 -3.173
H1 -2.714 -0.552 -3.801
H2 -3.287 -2.216 -3.472
O1 -2.920 -0.999 -1.853
C3 -3.288 -1.942 -0.988
O2 -3.329 -3.117 -1.232
C4 -3.755 -1.336 0.335
N1 -3.147 -0.037 0.561
C5 -3.940 1.072 0.669
O3 -5.135 1.102 0.570
S1 -2.914 2.478 1.000
C6 -1.435 1.507 0.921
C7 -0.242 2.079 1.222
C8 1.089 1.581 1.136
C9 1.703 0.760 0.194
N2 3.020 0.651 0.536
C10 3.267 1.370 1.691
C11 2.112 1.986 2.051
H3 1.967 2.625 2.899
C12 4.617 1.422 2.308
H4 5.350 1.825 1.608
H5 4.588 2.057 3.189
H6 4.941 0.423 2.596
C13 4.018 -0.035 -0.177
N3 4.692 -0.956 0.493
C14 5.648 -1.619 -0.131
C15 5.983 -1.401 -1.459
C16 5.291 -0.420 -2.154
C17 4.292 0.286 -1.507
H7 3.754 1.079 -2.002
H8 5.533 -0.200 -3.183
H9 6.766 -1.971 -1.930
H10 6.164 -2.358 0.466
C18 1.121 0.124 -1.008
H11 0.520 0.845 -1.561
H12 1.886 -0.294 -1.657
H13 0.453 -0.680 -0.689
H14 -0.305 3.085 1.625
C19 -1.769 0.115 0.669
O4 -1.009 -0.832 0.625
C20 -3.520 -2.296 1.497
H15 -2.454 -2.422 1.667
H16 -3.989 -1.914 2.401
H17 -3.951 -3.261 1.246
H18 -4.832 -1.145 0.221
H19 -1.038 -2.809 -2.583
H20 -0.449 -1.187 -2.968
H21 -0.946 -2.281 -4.268

Atom charges from the Mulliken analysis, given in e for atoms 1 to 2: C -0.832; C -0.409


Most stable to least stable, the ends of the list are arrangement two and arrangement one.


Arrangement one

An isolated ion of composition C9H19N2 and charge +1. Source: OMol25; level of theory: wB97M-V/def2-TZVPD.

Its structure (SMILES) is CC[C@@H]1NC[C@]2(C)C[N@+]12CC. As for the net charge: +1.

CARTESIAN COORDINATES (ANGSTROEM)
C1 -0.211 1.237 -1.847
C2 -1.439 -0.450 -0.535
C3 0.397 0.805 0.351
C4 -0.503 -0.303 -1.622
C5 -0.091 -1.260 -2.746
C6 0.717 2.500 2.168
C7 -0.142 -2.262 1.524
C8 0.257 1.050 1.855
C9 0.591 -1.816 0.250
N1 -0.288 1.768 -0.515
N2 -0.066 -0.515 -0.207
H1 0.825 1.114 -2.311
H2 -1.009 1.498 -2.507
H3 -2.073 0.305 -0.201
H4 -2.133 -1.406 -0.377
H5 1.548 0.808 0.405
H6 -0.198 -2.230 -2.413
H7 0.956 -1.106 -3.210
H8 -0.935 -1.216 -3.602
H9 1.401 2.950 1.337
H10 1.184 2.735 3.130
H11 -0.123 3.211 1.981
H12 -0.304 -1.565 2.419
H13 -1.184 -2.776 1.301
H14 0.494 -3.098 1.780
H15 -0.825 0.806 2.194
H16 0.875 0.353 2.267
H17 0.567 -2.393 -0.593
H18 1.700 -1.469 0.314
H19 0.012 2.727 -0.591

Atom charges from the Mulliken analysis, given in e for atoms 1 to 2: C -0.718; C -0.476


Arrangement two

An isolated ion of composition C9H19N2 and charge +1. Source: OMol25; level of theory: wB97M-V/def2-TZVPD.

Its structure (SMILES) is CC/C(C)=[NH+]/CC[C@]1(C)CN1. As for the net charge: +1.

CARTESIAN COORDINATES (ANGSTROEM)
C1 -1.884 -0.931 -0.793
C2 -0.892 -1.933 -0.155
C3 -1.184 1.640 -0.978
C4 -1.758 0.533 -0.167
C5 1.090 -0.546 0.029
C6 -2.770 0.986 0.995
C7 1.183 -0.608 1.477
C8 3.080 0.876 -0.128
C9 2.245 -0.161 -0.850
N1 0.373 -1.434 -0.622
N2 -0.332 0.947 -0.085
H1 -1.683 -0.890 -1.859
H2 -2.990 -1.192 -0.556
H3 -1.006 -2.101 0.876
H4 -1.071 -2.942 -0.485
H5 -0.927 1.513 -2.071
H6 -1.449 2.627 -0.681
H7 -2.684 2.026 1.316
H8 -2.658 0.388 1.935
H9 -3.811 0.859 0.680
H10 0.196 -0.693 1.918
H11 1.799 0.209 1.927
H12 1.748 -1.495 1.826
H13 4.091 0.934 -0.644
H14 3.484 0.424 0.806
H15 2.586 1.744 -0.030
H16 2.818 -1.131 -0.874
H17 1.928 0.256 -1.877
H18 0.344 -1.354 -1.680
H19 0.134 1.454 0.751

Atom charges from the Mulliken analysis, given in e for atoms 1 to 2: C -0.782; C -0.747


Most stable to least stable, the ends of the list are arrangement two and arrangement one.